The following is a quantum chemistry calculation of one molecule with the formula C3H7NOS at a distorted geometry, from OMol25.

```
13
Properties=species:S:1:pos:R:3:forces:R:3
C -1.1785 2.0821 -0.0887 1.70 1.45 -1.24
C 0.5638 -0.0421 0.5213 0.22 1.59 0.61
C 0.9530 -1.4330 0.2639 -0.46 -1.74 -0.96
H -1.7749 2.5867 -0.8694 -0.09 -0.64 0.42
H -1.7272 1.7208 0.7303 -1.05 -0.45 0.86
H -0.5115 2.9088 0.2694 -0.22 -0.92 -0.18
H 1.4470 0.5113 0.9297 -0.62 -0.39 -0.68
H -0.1298 -0.0793 1.3506 -0.41 -0.01 0.26
H -0.3479 -1.8291 -1.4718 1.14 -0.03 1.43
H 0.8992 -2.9658 -0.9550 -1.03 0.55 0.17
N 0.2929 -2.1626 -0.7134 0.32 -0.40 -1.27
O 1.7741 -2.0190 0.9303 0.62 0.32 0.43
S -0.2602 0.7214 -0.8970 -0.12 0.68 0.16
```
Positions in Å, forces in eV/Å.

- Charge: 0
- HOMO level: -0.3342 Eh
- Molecular weight: 105.2 g/mol
- Gap between HOMO and LUMO: 9.859 eV
- SMILES string: CSCC(N)=O

natural (NBO) atomic charge list, values in e, 2 entries:
1 C -0.7302
2 C -0.6387